A 2-piece molecular cluster, HNOS overall. Source: the OMol25 dataset; level of theory: ωB97M-V/def2-TZVPD.

```
4
Properties=species:S:1:pos:R:3:forces:R:3:mulliken_charge:R:1
N 2.83139 0.31869 0.29115 -0.9 1.0 0.8 0.229
O 3.59492 -0.33588 -0.19802 0.8 -1.0 -0.8 -0.181
S 0.21586 1.06199 -0.04791 0.8 0.1 0.2 -0.216
H 1.12378 1.81682 0.62512 -0.7 -0.1 -0.2 0.169
```
Positions in Å, forces in eV/Å.

Summary:
relative energy (zero: lowest compared OMol25 entry of this formula, charge and spin)	56.34	kcal per mole
HOMO energy (alpha / beta)	-9.67 / -9.00	eV
HOMO-LUMO gap (alpha / beta)	9.378 / 7.130	eV
LUMO (alpha / beta)	-0.29 / -1.87	eV
net charge	0

***

C24H24N6O3V as an isolated structure. Source: the OMol25 dataset; level of theory: ωB97M-V/def2-TZVPD.

```
58
Properties=species:S:1:pos:R:3:forces:R:3:mulliken_charge:R:1
V 0.25367 0.63446 -0.73253 -0.7 -0.9 0.0 0.576
O -3.75072 -0.25588 -0.90474 -0.3 -0.1 -0.3 -0.685
C -2.59735 -0.03343 -1.22675 0.0 -0.2 0.9 -0.203
N -1.48306 -0.54584 -0.61637 0.1 -0.1 0.4 0.309
C -1.78509 -1.71082 0.26507 0.6 0.2 -0.1 -1.611
C -1.69444 -1.48720 1.78682 -0.4 0.5 -0.8 0.794
C -2.07907 -2.44628 2.70948 -0.3 -0.2 0.3 -0.999
C -2.05209 -2.15473 4.06992 0.1 -0.1 -0.6 -0.314
C -1.61681 -0.90264 4.48861 -0.1 -0.4 -0.8 -1.000
C -1.20693 -0.03464 3.49689 0.1 -0.2 -0.3 0.032
N -1.23977 -0.31459 2.17962 0.3 1.0 0.7 0.212
C -2.29143 0.91321 -2.35260 0.0 -0.1 0.5 0.702
C -3.24382 1.36989 -3.25870 0.7 -0.3 0.5 -0.858
C -2.81006 2.18504 -4.28594 -0.1 0.1 -0.4 -0.320
C -1.47032 2.55047 -4.34735 0.2 0.0 0.7 -0.931
C -0.61538 2.12473 -3.32892 -0.2 0.3 -0.7 -0.218
N -1.01117 1.29898 -2.35278 0.4 0.6 -0.6 0.514
H -1.01992 -2.47099 0.06580 -0.1 -0.1 -0.2 0.314
H -2.76183 -2.13475 -0.01384 0.3 0.2 0.2 0.577
H -2.45208 -3.39608 2.35966 0.0 -0.2 0.0 0.457
H -2.35733 -2.91559 4.76640 -0.1 -0.1 0.2 0.439
H -1.60601 -0.61955 5.51667 0.1 0.1 0.5 0.465
H -0.81982 0.93290 3.78712 0.0 0.2 -0.1 0.326
H -4.26805 1.07455 -3.11735 -0.2 -0.1 -0.1 0.567
H -3.51631 2.52415 -5.04100 0.2 0.0 0.1 0.441
H -1.07557 3.21367 -5.10693 -0.1 -0.1 0.0 0.453
H 0.40913 2.46740 -3.33079 0.2 -0.1 0.2 0.511
N -0.58398 2.20818 0.45428 0.2 0.4 -0.7 -0.238
C -0.27323 3.59631 0.03794 -0.8 0.3 -0.6 -0.777
C 1.20775 3.87721 0.04812 0.3 -0.6 0.1 -0.569
C 1.85564 3.09692 -1.08947 0.3 0.0 0.2 0.398
O 2.36616 3.68092 -2.00687 0.1 0.0 -0.5 -0.608
O 1.79345 1.77350 -1.00445 -0.8 -0.1 0.1 -0.620
H -1.59144 2.10071 0.46661 -0.1 -0.3 0.2 0.354
H -0.25401 2.08976 1.39320 -0.1 -0.3 0.7 0.102
H -0.78722 4.28987 0.68785 -0.2 0.2 0.3 0.483
H -0.71906 3.74793 -0.96969 0.4 -0.1 0.5 0.409
H 1.62327 3.59692 1.02992 0.0 0.0 -0.3 0.304
H 1.41332 4.92928 -0.11906 -0.1 0.1 0.0 0.379
N 1.07038 -1.00086 -1.88483 0.4 0.1 0.2 -0.101
C 1.75719 -1.97879 -1.06790 0.0 -0.2 -0.4 0.006
C 2.11785 -3.19936 -1.55759 -0.5 0.3 -0.3 -0.444
C 2.78006 -4.10685 -0.72956 0.0 -0.4 -0.6 -0.805
C 3.11120 -3.77110 0.53110 0.3 0.1 0.5 -0.860
C 2.78312 -2.49950 1.04509 0.2 -0.4 0.4 0.435
C 3.14819 -2.06131 2.33139 0.1 -0.3 -0.3 -0.813
C 2.78598 -0.82258 2.71929 -0.6 0.6 0.3 -1.078
C 1.95081 -0.04709 1.88763 -0.1 0.3 0.1 -0.158
N 1.56167 -0.42573 0.69736 0.2 0.1 0.2 0.791
C 2.05386 -1.62044 0.25885 -0.7 0.3 -0.9 0.334
H 1.73791 -0.56716 -2.51257 0.2 0.1 -0.2 0.372
H 0.38822 -1.48656 -2.44354 -0.4 0.1 -0.3 0.436
H 1.85544 -3.48301 -2.57342 0.1 0.1 0.1 0.456
H 3.04058 -5.06843 -1.12615 0.1 -0.3 -0.1 0.427
H 3.64835 -4.47875 1.13570 0.1 -0.1 0.3 0.458
H 3.72420 -2.71144 2.95816 0.2 -0.2 0.3 0.492
H 3.01380 -0.44148 3.69438 0.2 0.1 0.3 0.430
H 1.58214 0.91646 2.23281 0.1 -0.2 0.0 0.456
```
Positions in Å, forces in eV/Å.

Summary:
relative energy (zero: lowest compared OMol25 entry of this formula, charge and spin)	0.00	kcal per mole
HOMO energy (alpha / beta)	-11.55 / -11.65	eV
multiplicity	3
HOMO-LUMO gap (alpha / beta)	8.217 / 8.336	eV
LUMO (alpha / beta)	-3.33 / -3.32	eV
net charge	+1

***

A 2-piece molecular cluster, C2H11N2 overall. Source: the OMol25 dataset; level of theory: ωB97M-V/def2-TZVPD.

```
15
Properties=species:S:1:pos:R:3:forces:R:3:mulliken_charge:R:1
N 1.65068 -1.33504 0.99134 2.6 0.7 0.7 -0.994
H 1.26120 -1.74187 1.85507 0.5 0.0 -0.5 0.289
H 0.30683 -0.31409 0.40552 0.4 0.1 -1.4 0.425
H 2.12839 -2.10202 0.44757 -0.9 0.9 0.8 0.285
H 2.50738 -0.72458 1.32624 -2.3 -1.5 -0.8 0.304
C -0.21658 0.50536 -1.65232 -0.9 -0.6 0.4 -0.824
N -0.48694 0.07698 -0.21383 -1.7 -2.3 -0.6 -0.141
C -1.24230 0.98673 0.61353 -0.9 2.5 1.4 -0.823
H 0.37274 1.39588 -1.71702 0.1 0.7 0.3 0.371
H -1.19115 0.59439 -2.22671 1.2 -0.1 0.9 0.320
H 0.38629 -0.28464 -2.03951 0.3 -0.6 -0.6 0.357
H -1.12487 -0.78324 -0.31077 1.3 1.4 0.0 0.406
H -0.54933 1.79367 1.03228 -1.0 -1.2 -0.5 0.323
H -2.05394 1.50737 0.05516 0.7 -0.5 0.2 0.354
H -1.74841 0.42510 1.43345 0.7 0.5 -0.5 0.347
```
Positions in Å, forces in eV/Å.

Summary:
relative energy (zero: lowest compared OMol25 entry of this formula, charge and spin)	20.90	kcal per mole
HOMO energy	-15.45	eV
HOMO-LUMO gap	12.199	eV
LUMO	-3.25	eV
net charge	+1

***

C38H91HgN4O14S4 as an isolated structure. Source: the OMol25 dataset; level of theory: ωB97M-V/def2-TZVPD.

```
152
Properties=species:S:1:pos:R:3:forces:R:3:mulliken_charge:R:1
Hg -2.20841 1.01433 -3.04637 1.4 0.3 2.1 0.976
C -0.49390 0.83092 0.89895 -0.6 0.2 0.0 0.902
C 0.29070 0.92530 -0.38615 0.0 -0.1 -0.9 0.232
C 1.37754 -0.16108 -0.39289 -0.3 -0.2 1.0 -0.687
O -0.51954 0.79821 -1.53702 -1.0 -0.4 -1.7 0.796
H -1.00711 -0.13256 0.97863 0.6 -0.3 0.1 -0.488
H -1.35020 1.50836 0.95097 0.4 0.5 -0.1 -1.268
H 0.19665 1.03931 1.71873 -0.3 -0.2 0.3 0.519
H 0.80708 1.89353 -0.44771 0.0 0.1 0.2 -0.571
H 1.80803 -0.36177 -1.36943 0.1 0.3 0.1 -0.627
H 1.01487 -1.10334 0.03506 -0.5 -0.1 -0.5 0.242
H 2.12676 0.08713 0.36602 0.4 0.3 -0.4 0.723
C -1.29044 5.80118 2.01471 -0.9 0.3 -0.8 -0.214
C -0.17630 5.67093 3.04034 0.6 -0.1 -0.4 0.809
C 0.86582 4.61631 2.69595 -0.4 -1.4 0.3 -1.056
O 0.55259 6.87857 3.26239 -0.7 0.6 -0.6 -0.597
H -2.05770 6.51936 2.31117 0.1 0.1 0.3 0.508
H -1.82703 4.85957 1.86040 0.2 -0.3 0.7 -0.108
H -1.10916 6.04893 0.96330 1.0 0.3 0.2 -0.453
H -0.72450 5.45165 3.96103 0.3 -0.4 0.2 0.039
H 1.50416 4.44068 3.56421 0.2 0.2 -0.1 0.548
H 1.46955 4.81190 1.81037 0.0 0.6 0.1 0.377
H 0.45774 3.61806 2.49826 -0.4 0.1 0.1 -0.089
H 1.26028 6.70457 3.88878 0.0 -0.1 0.0 0.366
C 1.19559 -4.00195 -1.92927 0.3 0.2 -0.5 -0.612
C 0.03809 -3.88341 -2.90402 -0.7 0.3 0.3 0.798
C -0.63067 -5.23632 -3.19628 -0.4 1.2 0.2 -1.121
O 0.27136 -6.04023 -3.90213 0.1 0.2 -0.1 -0.303
C -0.17270 -7.35531 -4.13151 0.0 -0.4 0.6 -0.791
N -0.94342 -2.92951 -2.30776 -0.3 -0.6 0.5 -0.356
H 0.89577 -4.39107 -0.95466 -0.2 -0.3 -0.1 0.190
H 1.51206 -2.97458 -1.73684 0.4 -0.2 0.0 -0.237
H 2.00533 -4.59435 -2.35769 0.1 0.1 0.2 0.466
H 0.29579 -3.38357 -3.84003 0.5 -0.4 -0.1 -0.018
H -1.56241 -5.03588 -3.73945 0.1 -0.1 -0.5 0.488
H -0.98834 -5.63181 -2.23619 0.4 -0.5 0.1 0.337
H -0.15147 -7.91281 -3.18795 -0.3 0.0 0.1 0.316
H 0.51959 -7.88483 -4.78342 0.0 0.4 -0.2 0.243
H -1.18271 -7.38399 -4.54793 0.0 0.0 -0.1 0.312
H -0.37609 -2.21145 -1.86196 -0.1 0.4 -0.3 0.029
H -1.28187 -3.41306 -1.47509 -0.4 0.0 0.0 0.183
C 3.94597 0.12646 -3.25588 1.3 1.5 0.5 -1.472
C 2.79170 0.26955 -4.24205 -0.3 -0.8 0.2 -0.242
C 1.96108 -1.02649 -4.30747 1.0 -0.3 -1.1 0.291
O 0.82925 -0.98389 -5.16347 -0.4 0.1 -0.2 -0.318
C 1.17771 -0.90222 -6.55559 -0.2 1.2 0.5 -0.856
N 1.96042 1.40481 -3.87805 -0.7 0.5 0.3 -0.413
H 4.72712 0.82820 -3.57163 0.0 -0.1 -0.3 0.445
H 4.50194 -0.79948 -3.10655 -0.6 -0.4 -0.3 0.215
H 3.76725 0.56612 -2.26998 -0.7 -0.4 0.1 0.291
H 3.24989 0.49299 -5.20640 -0.2 -0.1 -0.1 0.772
H 1.65897 -1.31552 -3.30051 -0.3 0.0 -0.1 -0.571
H 2.60710 -1.80833 -4.72603 0.2 -0.2 0.4 0.783
H 1.79810 -0.01389 -6.69303 0.4 -0.2 -0.2 0.368
H 0.28423 -0.65101 -7.12496 -0.3 -0.5 0.2 0.293
H 1.66041 -1.78407 -6.97354 0.0 -0.2 0.3 0.296
H 1.22639 1.53090 -4.57205 0.3 0.0 -0.4 0.389
H 1.38886 1.15374 -3.06759 0.3 0.0 0.3 -0.095
C 6.96719 -3.36995 -3.33292 0.9 1.2 0.9 -1.368
C 6.48206 -4.31270 -2.24128 -0.7 -0.7 -0.5 0.472
C 5.12828 -3.86363 -1.71686 -1.1 0.3 0.0 -0.523
O 5.20583 -2.64994 -1.00637 0.9 -0.1 0.9 -0.475
C 3.98523 -2.09954 -0.51023 0.8 -0.7 -2.1 -0.021
N 6.25520 -5.62359 -2.86125 -0.2 0.0 -0.2 -0.693
H 8.01487 -3.54260 -3.58824 -0.1 -0.4 -0.3 0.419
H 7.00876 -2.35306 -2.92719 -0.1 0.0 0.1 0.281
H 6.35788 -3.29161 -4.23102 -0.2 -0.6 0.1 0.326
H 7.18697 -4.45632 -1.41781 0.1 0.7 0.1 0.304
H 4.60506 -4.61808 -1.11468 0.4 -0.3 0.2 0.382
H 4.45183 -3.73917 -2.57578 0.1 0.1 -0.2 0.118
H 3.34442 -2.21558 -1.39099 -0.6 0.7 0.3 -0.276
H 4.27469 -1.06918 -0.32779 -0.6 0.1 0.4 0.307
H 3.49058 -2.62205 0.31243 0.4 -0.1 0.3 0.372
H 5.85910 -6.28414 -2.20422 0.2 -0.1 0.0 0.218
H 7.13793 -5.98290 -3.20020 -0.1 -0.2 0.0 0.262
C -3.87805 3.67048 -0.03815 -0.2 0.7 0.3 -1.257
C -3.28574 2.51783 -0.81634 -0.1 0.4 0.8 0.783
C -3.98418 1.21974 -0.38829 0.7 0.4 0.4 0.617
O -3.54706 0.16442 -1.22257 -0.7 0.3 -0.6 -0.333
C -4.06348 -1.12457 -0.92405 0.2 -0.3 0.6 -0.658
N -3.42581 2.77993 -2.26118 -0.1 0.2 0.2 -0.357
H -3.35632 4.61623 -0.19461 0.2 -0.1 -0.3 0.232
H -3.80145 3.49497 1.03615 -0.3 -0.1 0.0 0.011
H -4.91985 3.86609 -0.30670 -0.1 -0.2 0.2 0.567
H -2.20854 2.56356 -0.64070 0.0 -0.8 0.1 -0.646
H -5.06108 1.41612 -0.32409 -0.2 -0.4 -0.8 0.632
H -3.74180 0.98315 0.65403 0.4 0.0 0.0 -0.629
H -3.83458 -1.30216 0.13116 -0.1 -0.3 0.0 0.021
H -3.54388 -1.85913 -1.53751 0.1 0.1 0.0 0.304
H -5.14005 -1.22175 -1.07851 0.0 0.3 -0.1 0.335
H -4.39132 3.07240 -2.41677 -0.1 -0.7 -0.6 0.365
H -2.91372 3.66948 -2.37002 0.4 -0.1 -0.7 0.511
C -2.59259 2.29404 3.46804 0.6 0.1 -2.3 1.887
C -3.53567 1.13213 3.62481 -0.4 -1.3 2.7 -0.231
C -4.97223 1.65036 3.62461 1.0 2.1 -0.4 -0.930
S -4.88556 3.32220 4.48293 0.8 -1.8 -1.1 1.169
O -5.26260 3.13950 5.85832 -0.1 0.4 -0.1 -0.643
O -5.55767 4.24823 3.60620 0.3 0.3 0.3 -0.628
C -3.02722 3.38479 4.39085 -0.7 0.5 1.4 -0.906
H -2.61841 2.50350 2.38881 -0.2 0.9 0.1 -1.462
H -1.52925 2.06436 3.56675 -0.1 -0.3 0.6 -0.312
H -3.31289 0.74968 4.63077 -0.2 -0.4 -0.1 0.550
H -3.42725 0.28787 2.94230 0.3 0.2 -0.2 -0.205
H -5.82279 1.17710 4.10336 0.3 -0.6 -0.2 0.633
H -5.09774 1.92603 2.57433 -1.0 0.0 0.1 0.149
H -2.73766 3.10695 5.40861 -0.1 -0.2 0.0 0.486
H -2.63616 4.39783 4.32533 -0.2 0.0 -0.8 0.239
C 1.25682 4.94447 -1.14328 -0.7 -0.6 0.1 -0.183
C 1.35178 6.43953 -1.42287 -0.5 0.1 -0.3 -0.967
C -0.05349 6.84000 -1.92531 0.1 0.7 1.0 -0.647
S -0.59644 5.50722 -2.95932 0.6 -0.7 -1.0 1.086
O -0.37704 5.78672 -4.35381 -0.1 0.1 0.2 -0.704
O -1.93608 5.05214 -2.57059 0.4 0.4 0.2 -0.863
C 0.60590 4.28381 -2.36755 -0.3 -0.5 0.0 0.346
H 0.53111 4.78076 -0.34120 0.2 0.2 0.3 -0.188
H 2.17062 4.43998 -0.83550 0.2 0.2 -0.2 0.642
H 2.06998 6.67805 -2.20829 0.1 -0.2 0.0 0.385
H 1.60316 7.03360 -0.54571 0.0 -0.1 0.1 0.401
H -0.06051 7.82824 -2.38117 -0.1 -0.3 -0.6 0.460
H -0.76929 6.91131 -1.10402 0.1 -0.2 0.1 0.196
H 1.29993 3.89402 -3.11423 0.1 0.8 -0.4 0.467
H -0.00167 3.39746 -2.16085 0.0 0.1 0.5 -0.787
C 2.63507 -1.32962 4.74242 0.1 1.1 0.1 -0.920
C 1.38951 -1.10531 3.86147 0.6 -0.7 -0.5 0.025
C 0.22387 -0.95485 4.81881 0.0 0.6 0.2 -0.197
S 0.82356 0.45035 5.84583 0.1 -0.4 -0.6 1.025
O 0.27911 0.42243 7.18963 0.2 0.2 -0.9 -0.705
O 0.74202 1.66171 5.03670 -0.1 -0.6 0.5 -0.496
C 2.51426 -0.24216 5.86086 -0.5 -0.9 0.6 -0.751
H 3.56386 -1.22941 4.18177 -0.1 0.3 -0.1 0.364
H 2.72150 -2.30888 5.21074 -0.5 -0.1 -0.1 0.374
H 1.29081 -1.87204 3.09035 -0.3 -0.3 0.3 0.495
H 1.55112 -0.19929 3.27338 -0.2 0.2 0.3 -0.085
H 0.11052 -1.80369 5.49386 0.1 -0.1 0.0 0.431
H -0.74290 -0.72461 4.37317 0.1 0.3 0.0 -0.267
H 2.40804 -0.76294 6.81379 0.6 0.2 0.2 0.361
H 3.29473 0.51030 5.91944 -0.2 0.1 -0.1 0.432
C -3.81216 -3.04121 2.65115 0.4 -0.6 -0.4 -0.347
C -3.98110 -4.43355 3.24146 1.2 -0.7 1.3 -0.961
C -2.95980 -5.40820 2.58249 -1.0 -0.5 -0.7 -0.850
S -1.56117 -4.42163 2.02025 -0.4 0.2 0.0 1.142
O -1.48587 -4.43594 0.57128 0.1 -0.1 0.4 -0.593
O -0.38343 -4.72043 2.81371 -0.7 0.3 -0.5 -0.698
C -2.30361 -2.84384 2.51774 0.9 0.2 0.5 0.635
H -4.26629 -2.31695 3.32520 0.0 0.2 -0.2 0.323
H -4.33185 -3.07774 1.69169 0.2 0.5 -0.1 0.301
H -5.02501 -4.73921 3.24316 0.1 -0.4 -0.3 0.491
H -3.67230 -4.42241 4.29094 -0.2 0.3 0.1 0.288
H -3.43249 -5.91739 1.74020 0.3 0.4 -0.4 0.340
H -2.56017 -6.23956 3.16121 -0.1 0.4 0.6 0.455
H -1.88148 -2.05952 1.88820 -0.4 -0.1 -0.4 -0.587
H -1.83421 -2.65285 3.48657 -0.3 -0.1 0.2 -0.043
```
Positions in Å, forces in eV/Å.

Summary:
HOMO energy	-10.67	eV
HOMO-LUMO gap	4.756	eV
LUMO	-5.91	eV
net charge	+1